{"formula": "C29H51AlBFO15PSSi", "method": "ωB97M-V with the def2-TZVPD basis set", "homo_ev": -3.525, "orbital_gap_ev": 5.5, "total_energy_ha": -3660.67593, "total_charge": -1, "species": ["C", "C", "Al", "Si", "C", "C", "C", "O", "C", "S", "P", "O", "C", "B", "O", "O", "C", "C", "F", "O", "H", "H", "H", "H", "H", "H", "H", "H", "H", "H", "H", "H", "H", "H", "H", "H", "H", "H", "H", "H", "H", "O", "C", "O", "C", "C", "C", "H", "H", "H", "H", "H", "H", "O", "C", "O", "C", "C", "C", "H", "H", "H", "H", "H", "H", "O", "C", "O", "C", "C", "C", "H", "H", "H", "H", "H", "H", "O", "C", "O", "C", "C", "C", "H", "H", "H", "H", "H", "H", "O", "C", "O", "C", "C", "C", "H", "H", "H", "H", "H", "H"], "xyz": [[-2.938949, 5.219172, -1.058592], [-2.411584, 4.145876, -1.680587], [-2.524096, 2.336172, -0.774864], [-0.243567, 1.735699, -0.256407], [0.026023, -0.068624, 0.334405], [0.334600, 2.987393, 1.057825], [0.859804, 2.059148, -1.776118], [-3.620633, 1.116846, -1.567678], [-4.824724, 0.976861, -0.937663], [-4.931297, -0.886903, -0.742217], [-6.185216, 1.247989, -2.153274], [-7.543552, 0.917624, -1.631246], [-4.911743, 1.797619, 0.422031], [-4.907173, 0.914532, 1.729783], [-3.822785, 0.085753, 2.017360], [-5.941936, 0.978554, 2.645194], [-5.967707, 2.911615, 0.375167], [-6.039428, 3.732824, 1.649168], [-5.698138, 3.775543, -0.688629], [-3.671841, 2.485516, 0.610299], [-3.640248, 5.894378, -1.557444], [-2.715284, 5.410458, -0.011281], [-1.979096, 4.206079, -2.683623], [0.752685, -0.066263, 1.154310], [-0.894040, -0.518141, 0.697119], [0.468595, -0.658923, -0.468547], [1.420734, 3.085794, 1.072866], [-0.037473, 2.727625, 2.049630], [-0.128747, 3.938857, 0.795384], [0.660510, 1.306698, -2.528792], [1.915320, 2.065274, -1.498961], [0.558437, 3.026742, -2.174177], [-6.154259, -1.023074, -0.197123], [-5.823950, 0.458121, -3.259137], [-6.148238, 2.576338, -2.608316], [-4.183489, -0.782118, 2.212124], [-5.944654, 0.208342, 3.216841], [-6.940973, 2.457462, 0.173780], [-6.345538, 4.738906, 1.363583], [-5.065128, 3.812390, 2.124601], [-6.768990, 3.294566, 2.322502], [0.034198, 1.994697, -4.728019], [0.729169, 1.290208, -5.389325], [1.829947, 0.659277, -4.895814], [2.522412, -0.030027, -5.943579], [1.483039, -0.253094, -7.036248], [0.586580, 0.972267, -6.869620], [3.350464, 0.598008, -6.282171], [2.926719, -0.958086, -5.546012], [1.919546, -0.358247, -8.028027], [0.911638, -1.157385, -6.822726], [0.947305, 1.827863, -7.442364], [-0.452085, 0.773700, -7.116356], [1.454439, -3.957421, 2.063468], [0.285241, -3.773714, 2.262889], [-0.541389, -3.296042, 1.319780], [-1.856727, -3.076441, 1.864648], [-1.929030, -3.982556, 3.088651], [-0.475178, -3.989676, 3.558303], [-1.954433, -2.019602, 2.119791], [-2.599846, -3.321824, 1.110326], [-2.639664, -3.635165, 3.836228], [-2.221896, -4.990360, 2.788763], [-0.253755, -3.159723, 4.230743], [-0.182904, -4.928253, 4.020989], [5.245069, -5.295811, -3.110733], [4.762693, -5.175742, -2.021335], [5.493246, -5.340288, -0.890064], [4.636216, -5.242153, 0.273018], [3.417478, -4.460199, -0.192329], [3.322378, -4.875875, -1.660949], [4.383117, -6.254493, 0.595764], [5.181108, -4.743253, 1.071516], [2.527193, -4.665596, 0.392032], [3.615725, -3.390188, -0.128088], [2.737863, -5.788245, -1.793349], [2.927489, -4.089031, -2.297123], [8.065930, -3.436697, 1.837700], [8.733062, -4.083324, 1.086463], [9.916437, -4.639787, 1.462934], [10.544544, -5.270431, 0.335661], [9.415083, -5.550936, -0.647389], [8.459646, -4.391986, -0.371298], [11.289589, -4.583578, -0.073393], [11.048879, -6.172623, 0.674861], [9.751435, -5.615465, -1.680089], [8.928723, -6.493961, -0.393349], [8.702585, -3.510347, -0.967054], [7.417678, -4.666161, -0.518457], [-1.313959, 5.761074, 2.384522], [-1.865550, 5.820986, 3.436504], [-1.237282, 5.565058, 4.619856], [-2.181529, 5.603537, 5.697728], [-3.344929, 6.447397, 5.188333], [-3.328274, 6.132185, 3.693929], [-2.484360, 4.579241, 5.928191], [-1.697572, 6.031928, 6.573121], [-4.287628, 6.220144, 5.683035], [-3.129720, 7.505999, 5.344291], [-3.915325, 5.245296, 3.452697], [-3.653060, 6.966198, 3.079231]], "forces_ev_per_angstrom": [[-0.040, -0.212, -0.658], [1.066, -0.448, 0.889], [0.328, 0.671, 0.425], [-0.144, -0.308, -0.062], [0.660, 0.582, 0.204], [-0.294, -0.369, -0.225], [-0.358, -0.155, 0.809], [-0.096, 0.638, -0.121], [0.196, -0.267, -0.274], [-0.142, -0.380, 0.265], [-0.816, 0.028, 0.305], [-0.133, -0.125, 0.009], [1.022, 1.201, -0.017], [-0.034, -0.166, 0.130], [-0.298, 0.138, -0.221], [-0.344, -0.203, -0.537], [-0.557, -0.784, 0.517], [0.035, 0.210, -0.310], [0.145, -0.023, -0.121], [0.150, -0.450, -0.246], [0.965, 0.873, -0.213], [-1.140, -0.587, 0.391], [-1.541, 0.017, -0.721], [0.010, -0.143, 0.067], [-0.090, -0.075, -0.112], [-0.191, -0.199, -0.047], [0.061, 0.085, 0.109], [0.086, -0.027, 0.097], [0.196, 0.177, 0.037], [0.157, -0.045, -0.134], [0.110, 0.029, -0.135], [0.189, 0.079, -0.146], [-0.081, 0.159, -0.105], [0.357, 0.126, 0.022], [0.435, -0.088, -0.176], [0.242, -0.268, 0.135], [0.135, 0.104, 0.416], [-0.120, 0.137, -0.094], [-0.163, 0.038, 0.095], [0.080, -0.110, 0.009], [0.020, 0.062, 0.157], [-0.048, -0.046, -0.171], [-0.078, 0.254, -0.167], [0.007, -0.069, -0.019], [0.018, -0.061, -0.067], [-0.072, 0.073, -0.081], [0.154, -0.476, 0.041], [-0.009, 0.008, -0.023], [-0.003, 0.043, 0.118], [0.055, 0.037, 0.022], [0.017, -0.012, 0.015], [-0.063, 0.043, 0.009], [-0.053, 0.210, 0.009], [-0.160, -0.102, 0.125], [0.157, 0.237, 0.182], [-0.099, -0.143, -0.049], [-0.200, 0.035, 0.106], [0.080, -0.014, 0.075], [-0.372, -0.168, -0.181], [0.066, 0.018, -0.032], [0.127, 0.042, -0.150], [0.018, 0.072, -0.013], [-0.018, 0.007, -0.012], [0.067, -0.015, 0.010], [0.184, 0.088, 0.079], [0.144, 0.052, 0.018], [-0.201, -0.179, -0.186], [-0.207, -0.071, 0.068], [-0.135, 0.119, 0.157], [-0.022, -0.136, -0.277], [0.193, 0.295, 0.382], [0.007, -0.021, -0.051], [0.149, -0.020, -0.085], [0.119, 0.014, -0.041], [-0.012, 0.005, 0.058], [-0.010, 0.008, -0.088], [-0.049, -0.137, -0.158], [0.016, -0.084, 0.134], [-0.083, 0.266, -0.180], [0.016, -0.067, 0.011], [0.017, -0.082, -0.113], [-0.057, 0.064, -0.059], [0.165, -0.446, 0.080], [-0.016, 0.018, -0.012], [0.004, 0.046, 0.130], [0.041, 0.037, 0.010], [0.007, -0.008, -0.006], [-0.068, 0.048, 0.034], [0.136, 0.269, -0.027], [0.255, 0.156, 0.040], [-0.300, -0.229, -0.254], [0.011, 0.087, 0.074], [-0.074, 0.013, 0.053], [-0.080, -0.001, -0.093], [0.083, 0.216, 0.449], [-0.030, -0.001, -0.018], [0.115, -0.028, -0.044], [0.022, -0.070, 0.011], [0.016, -0.003, 0.027], [0.012, 0.017, -0.100], [-0.022, -0.129, -0.183]]}